No. 1
37
Properties=species:S:1:pos:R:3:mulliken_charge:R:1 method="wB97M-V/def2-TZVPD" lumo_ev=-0.107 homo_ev=-8.56 largest_force_ha_per_bohr=0.3335 orbital_gap_ev=8.45 spin_multiplicity=1
C 2.70 0.51 3.03 -1.823
C 1.94 0.90 1.72 0.728
O 1.78 1.96 1.25 -0.588
N 1.33 -0.19 1.22 -0.167
H 1.59 -1.12 1.67 0.505
C 0.38 0.06 0.30 -0.386
C 0.61 -0.84 -0.75 0.102
O 1.05 -2.24 -0.72 -0.727
N 0.48 -0.70 -2.19 -0.122
C 0.08 0.60 -2.84 0.634
N 0.01 0.57 -4.08 -0.528
C -0.32 1.73 -4.49 0.537
C -0.64 2.73 -3.56 -0.768
S -0.84 1.90 -2.04 -0.015
H -1.19 3.58 -3.67 0.473
C -0.29 2.31 -5.87 -1.392
H -0.67 1.62 -6.53 0.404
H 0.79 2.31 -6.22 0.246
H -0.71 3.13 -6.31 0.488
H 0.60 -1.26 -2.84 0.057
H 0.57 0.94 -0.11 1.122
C -1.28 -0.18 0.82 -1.818
C -1.50 -1.59 1.27 -0.554
H -2.60 -1.69 1.41 0.477
H -0.82 -2.61 0.64 0.327
S -0.83 -1.63 2.94 1.230
O -0.82 -0.23 3.67 -0.663
O 0.38 -2.37 3.01 -0.655
C -2.06 -2.70 3.91 -1.058
H -3.01 -2.21 3.78 0.364
H -2.05 -3.80 3.18 0.259
H -1.59 -3.02 4.81 0.404
H -1.33 0.57 1.44 0.699
H -1.68 0.07 -0.09 0.829
H 3.56 -0.25 2.80 0.314
H 3.06 1.23 3.39 0.732
H 2.22 -0.14 3.71 0.333

=====

No. 2
32
Properties=species:S:1:pos:R:3:mulliken_charge:R:1 method="wB97M-V/def2-TZVPD" lumo_ev="-6.459 / -9.655" homo_ev="-13.40 / -15.86" total_charge=+2 largest_force_ha_per_bohr=0.1686 de_lowest_ev=1.785 orbital_gap_ev="6.94 / 6.20" spin_multiplicity=3
C -0.82 -0.71 0.00 -1.008
C -0.12 -1.67 -0.57 0.692
C -1.68 -2.12 1.37 0.730
C -2.67 -1.97 2.20 -1.143
C -1.03 -4.33 1.47 -0.167
C 0.69 1.67 -2.33 -0.733
C 1.73 1.86 -1.32 -0.578
C 0.14 1.47 0.42 -1.190
C -0.85 0.72 -0.51 0.535
C -0.28 0.53 -1.93 -0.318
C 2.02 2.95 1.00 -0.709
N -0.23 -2.97 -0.15 -0.312
N -0.97 -3.19 0.89 0.166
N 1.12 2.47 -0.08 0.007
S 0.77 -1.06 -1.87 -0.195
H -3.18 -2.74 2.64 0.387
H -3.07 -0.94 2.32 0.263
H -0.76 -5.29 0.98 0.270
H -1.68 -4.59 2.31 0.209
H -0.06 2.54 -2.58 0.342
H 1.25 1.39 -3.33 0.320
H 2.13 0.89 -1.01 0.408
H 2.49 2.52 -1.69 0.459
H -0.51 1.96 1.25 0.374
H 0.79 0.63 0.90 0.483
H -1.94 1.10 -0.40 0.499
H -1.10 0.43 -2.69 0.545
H 1.63 3.21 1.93 0.332
H 2.50 1.96 1.14 0.378
H 2.74 3.77 0.67 0.301
H 0.39 -3.69 -0.51 0.273
H 0.55 3.20 -0.51 0.379

=====

No. 3
32
Properties=species:S:1:pos:R:3:mulliken_charge:R:1 method="wB97M-V/def2-TZVPD" lumo_ev=-3.770 homo_ev=-11.53 smiles="CC1=C(C)N=C([n+]2cn(C)cn2)[C@H](C)C1" total_charge=+1 largest_force_ha_per_bohr=0.1078 de_lowest_ev=3.465 orbital_gap_ev=7.76 spin_multiplicity=1
C 1.49 -2.91 2.02 -1.470
C 0.80 -1.75 1.24 0.770
C 1.23 -0.47 1.27 0.170
C 2.38 0.09 2.03 -1.423
N 0.73 0.39 0.25 -0.434
C -0.34 0.09 -0.38 0.208
N -0.70 1.03 -1.43 0.770
C -0.17 2.22 -1.71 0.022
N -0.66 2.62 -2.89 0.019
C -0.33 3.89 -3.51 -0.740
C -1.44 1.59 -3.33 -0.230
N -1.51 0.68 -2.43 -0.807
C -1.21 -1.09 -0.10 0.462
C -2.18 -0.67 1.03 -1.488
C -0.31 -2.18 0.35 -1.335
H 0.76 -3.41 2.73 0.316
H 2.38 -2.46 2.55 0.342
H 1.63 -3.62 1.32 0.436
H 1.96 1.04 2.29 0.374
H 3.39 0.07 1.67 0.286
H 2.51 -0.44 2.99 0.451
H 0.30 2.91 -0.94 0.341
H 0.26 3.59 -4.29 0.390
H -1.21 4.33 -3.80 0.359
H 0.16 4.39 -2.70 0.258
H -2.17 1.61 -4.09 0.408
H -1.75 -1.42 -1.05 0.441
H -1.66 -0.69 1.92 0.455
H -3.05 -1.39 1.06 0.339
H -2.58 0.33 1.06 0.379
H 0.06 -2.57 -0.55 0.459
H -0.92 -2.97 0.73 0.473

=====

No. 4
32
Properties=species:S:1:pos:R:3:mulliken_charge:R:1 method="wB97M-V/def2-TZVPD" lumo_ev=-2.641 homo_ev=-12.33 total_charge=+1 largest_force_ha_per_bohr=0.0929 de_lowest_ev=5.861 orbital_gap_ev=9.69 spin_multiplicity=1
C -1.13 -4.18 1.04 -1.730
C -1.52 -2.77 0.85 0.073
C -0.61 -1.86 1.14 -0.397
N -0.89 -0.41 1.35 0.862
N 0.04 0.28 0.54 -0.776
C 0.00 0.20 -0.73 0.543
N -0.94 -0.34 -1.49 -0.336
C 1.04 1.06 -1.39 0.317
C 2.25 1.34 -0.78 -0.071
C 3.12 2.30 -1.38 -0.689
C 2.74 2.80 -2.64 -0.151
C 1.49 2.49 -3.23 -0.842
C 0.57 1.79 -2.50 -0.418
N -0.76 -0.01 2.68 -0.645
C -1.63 1.15 2.94 -0.824
H -1.63 -4.83 0.46 0.497
H -1.24 -4.43 2.02 0.380
H -0.17 -4.34 0.72 0.492
H -2.53 -2.56 0.65 0.415
H 0.32 -2.34 1.46 0.239
H -1.77 -0.29 0.97 0.587
H -0.77 -0.20 -2.48 0.274
H -1.61 -0.82 -0.99 0.128
H 2.56 0.89 0.24 0.258
H 4.01 2.51 -0.84 0.418
H 3.45 3.43 -3.25 0.315
H 1.17 3.10 -4.13 0.310
H -0.41 1.74 -2.86 0.514
H 0.23 0.02 2.84 0.299
H -2.65 0.92 2.51 0.265
H -1.47 1.50 3.99 0.309
H -1.24 1.86 2.30 0.385

=====

No. 5
32
Properties=species:S:1:pos:R:3:mulliken_charge:R:1 method="wB97M-V/def2-TZVPD" lumo_ev=-2.645 homo_ev=-10.98 total_charge=+1 largest_force_ha_per_bohr=0.0334 de_lowest_ev=0.175 orbital_gap_ev=8.34 spin_multiplicity=1
C -0.31 2.42 1.61 -1.225
C 1.96 -0.49 0.90 -0.586
C 1.09 0.52 0.45 1.496
C 0.59 1.24 1.61 0.310
C 1.10 0.56 2.67 -0.865
C 2.72 -1.21 -0.02 -0.745
C 2.63 -0.89 -1.35 -0.648
C 1.09 0.92 -0.89 -0.312
C 1.82 0.18 -1.81 -0.691
N 1.90 -0.49 2.27 -0.046
H 2.61 -0.91 2.84 0.258
H 3.45 -1.94 0.33 0.437
H 1.05 0.79 3.72 0.473
H 3.18 -1.42 -2.12 0.426
H 0.71 1.89 -1.20 0.343
H 0.01 3.20 0.93 0.341
H -0.21 2.92 2.59 0.394
H 1.84 0.52 -2.84 0.465
H -1.38 2.24 1.52 0.239
C -3.05 0.64 -0.96 -1.083
C -1.63 -1.35 -0.76 0.817
N -2.27 -0.31 -0.17 -0.211
N -1.49 -1.42 -2.07 -0.389
N -1.07 -2.24 0.05 -0.307
H -1.75 0.13 0.59 0.183
H -1.67 -0.58 -2.59 0.195
H -1.27 -2.29 -2.51 0.214
H -1.07 -2.20 1.05 0.207
H -0.81 -3.14 -0.33 0.212
H -3.32 0.27 -1.94 0.452
H -2.48 1.56 -1.13 0.326
H -3.98 0.86 -0.44 0.319

=====

No. 6
37
Properties=species:S:1:pos:R:3:mulliken_charge:R:1 method="wB97M-V/def2-TZVPD" lumo_ev=0.545 homo_ev=-8.81 smiles="NC(=O)CC[C@H](NC(=O)[C@@H](N)Cc1c[nH]cn1)C(=O)O" largest_force_ha_per_bohr=0.0534 de_lowest_ev=1.626 orbital_gap_ev=9.36 spin_multiplicity=1
N -0.23 2.57 -1.33 -0.329
C 0.86 2.69 -0.48 0.288
O 1.70 3.51 -0.68 -0.612
C 0.87 1.90 0.88 -0.475
C 2.18 1.15 1.06 -1.546
C 2.41 0.17 -0.11 -0.093
N 1.24 -0.47 -0.63 0.060
C 0.41 -1.22 0.11 0.347
O 0.40 -1.30 1.33 -0.654
C -0.52 -1.92 -0.82 -0.084
N -0.03 -3.24 -1.26 -0.674
C -1.81 -1.95 -0.12 -1.204
C -2.49 -0.68 0.17 0.672
C -3.67 -0.65 0.90 -0.980
N -4.09 0.63 0.82 -0.051
C -3.26 1.25 -0.06 -0.471
N -2.32 0.52 -0.56 -0.251
C 3.52 -0.84 0.15 0.531
O 3.54 -1.88 -0.44 -0.560
O 4.51 -0.46 0.97 -0.548
H -0.09 3.10 -2.16 0.242
H -0.74 1.67 -1.47 0.300
H -0.10 1.34 0.98 -0.014
H 0.72 2.68 1.64 0.518
H 2.92 1.90 1.04 0.859
H 2.19 0.68 2.08 0.501
H 2.76 0.79 -0.94 0.455
H 1.39 -0.78 -1.60 0.403
H -0.56 -1.23 -1.66 0.328
H -0.30 -3.90 -0.57 0.286
H 0.99 -3.24 -1.32 0.342
H -1.60 -2.55 0.78 0.373
H -2.59 -2.62 -0.52 0.486
H -4.14 -1.36 1.54 0.427
H -4.89 1.06 1.31 0.218
H -3.49 2.24 -0.38 0.482
H 4.34 0.45 1.37 0.429

=====

No. 7
32
Properties=species:S:1:pos:R:3:mulliken_charge:R:1 method="wB97M-V/def2-TZVPD" lumo_ev=3.165 homo_ev=-4.69 smiles="CC[C@]1(S(=O)(=O)[O-])C=C(C)C(C)=C[C@@H]1C" total_charge=-1 largest_force_ha_per_bohr=0.0914 de_lowest_ev=2.932 orbital_gap_ev=7.85 spin_multiplicity=1
C -0.74 -1.83 -1.55 -1.316
C -1.74 -1.15 -0.52 -1.335
C -1.04 -0.09 0.32 1.051
S -2.49 0.59 1.30 1.427
O -3.44 1.08 0.31 -0.729
O -3.06 -0.47 2.16 -0.738
O -1.96 1.72 2.07 -0.731
C -0.61 1.05 -0.43 -1.764
C 0.69 1.38 -0.62 0.596
C 0.90 2.81 -1.32 -1.428
C 1.71 0.47 -0.28 1.645
C 3.10 0.63 -0.82 -1.728
C 1.41 -0.58 0.54 -1.259
C 0.07 -0.56 1.25 0.794
C -0.20 -1.90 2.02 -1.607
H 0.02 -1.07 -1.92 0.166
H -1.18 -2.20 -2.38 0.542
H -0.25 -2.61 -1.11 0.310
H -2.16 -1.87 0.05 0.649
H -2.61 -0.62 -0.98 0.533
H -1.32 1.81 -0.67 0.399
H 1.93 2.72 -1.73 0.356
H 0.96 3.44 -0.45 0.334
H 0.05 3.17 -2.04 0.328
H 3.77 -0.02 -0.14 0.340
H 3.61 1.60 -0.82 0.410
H 3.06 0.31 -1.87 0.298
H 2.15 -1.43 0.84 0.046
H 0.15 0.26 2.13 0.359
H -0.15 -2.84 1.31 0.184
H -1.15 -1.82 2.45 0.468
H 0.52 -1.97 2.92 0.401

=====

No. 8
32
Properties=species:S:1:pos:R:3:mulliken_charge:R:1 method="wB97M-V/def2-TZVPD" lumo_ev=2.862 homo_ev=-3.96 total_charge=-1 largest_force_ha_per_bohr=0.0134 de_lowest_ev=0.000 orbital_gap_ev=6.82 spin_multiplicity=1
C 0.93 0.46 -1.48 1.006
C 0.50 2.53 -0.23 0.309
C 0.49 -0.94 -1.91 -0.807
C -1.57 -0.61 -0.57 -0.463
C -1.39 0.91 -0.60 -0.801
C -1.01 -1.20 -1.86 0.669
C 0.04 1.29 -0.83 -0.215
C -1.30 -2.69 -1.97 -1.740
C 0.27 1.32 3.15 -1.044
C 1.66 -0.42 1.96 -0.938
C 0.52 -0.11 2.86 0.602
O -0.20 3.23 0.50 -0.758
O 2.16 0.74 -1.70 -0.919
O 1.78 2.88 -0.46 -0.643
S -0.41 -1.29 3.50 -0.301
H 0.88 -1.12 -2.92 0.369
H 1.01 -1.64 -1.25 0.210
H -1.05 -1.03 0.28 -0.031
H -2.64 -0.86 -0.48 0.358
H -2.02 1.33 -1.39 0.318
H -1.73 1.36 0.34 0.307
H -1.49 -0.69 -2.71 0.242
H -2.37 -2.88 -1.95 0.428
H -0.84 -3.23 -1.14 0.327
H -0.89 -3.10 -2.90 0.422
H -0.01 1.85 2.23 0.154
H 1.17 1.81 3.50 0.308
H -0.53 1.44 3.88 0.351
H 1.52 0.09 1.00 0.106
H 2.59 -0.05 2.39 0.399
H 1.75 -1.49 1.79 0.313
H 2.17 2.12 -1.02 0.460